(1)
DFT (wB97M-V/def2-TZVPD) results for 2 unconnected molecules or ions with the total composition C4H13NS at a distorted geometry.

```
19
C4H13NS wB97M-V/def2-TZVPD
C -1.3705 0.4092 1.9074
C -0.0697 1.0713 2.0788
S -0.0029 2.4000 0.7705
H -1.4481 -0.3004 0.9799
H -2.1609 1.1058 1.5461
H -1.5588 -0.1839 2.8793
H 0.7912 0.2393 2.0720
H 0.2346 1.6514 3.0239
C 0.4310 -2.8339 -2.7534
C 0.8453 -2.1160 -1.4186
N 0.0022 -1.0239 -1.1867
H 1.1715 -3.4625 -3.0681
H -0.3201 -3.6177 -2.4002
H 0.3901 -1.9584 -3.4312
H 0.8270 -2.6886 -0.4595
H 1.9732 -1.8845 -1.3198
H 1.0103 1.7029 0.1813
H -0.3776 -0.8203 -2.2041
H 0.4828 -0.2001 -0.7067
```

Results
- 2S+1 = 2
- ΔE to the lowest compared entry with this formula, charge and spin (kJ/mol) = 219.4
- HOMO energy (spin up / spin down) (eV) = 0.9 / -4.9
- frontier orbital gap (spin up / spin down) (eV) = 2.80 / 8.58
- total charge = -1

How is the electron density shared among the atoms? According to natural (NBO), the charges in e are: C -0.672; C -0.656; S -0.357; H 0.241; H 0.211; H 0.189; H 0.165; H 0.207; C -0.661; C -0.347; N -0.889; H 0.197; H 0.222; H 0.214; H 0.164; H 0.125; H -0.037; H 0.329; H 0.354

***

(2)
DFT (wB97M-V/def2-TZVPD) results for 2 unconnected molecules or ions with the total composition C4H13NS at a distorted geometry.

```
19
C4H13NS wB97M-V/def2-TZVPD
C 1.0791 -1.0684 -0.4555
C 1.6223 0.2421 -1.0163
C 2.1765 1.2279 0.0221
S 0.9425 1.9772 1.1792
H 1.8926 -1.6579 0.0567
H 0.6647 -1.7318 -1.2539
H 0.2729 -0.8459 0.3002
H 2.4132 0.0342 -1.7570
H 0.8196 0.7602 -1.6029
H 2.5950 2.1451 -0.4415
H 2.9367 0.7639 0.6837
C -2.5795 -0.4222 -0.1326
N -2.0846 -0.2541 1.2631
H -2.3644 0.5475 -0.6483
H -2.0041 -1.2379 -0.6241
H -3.6683 -0.6473 -0.2752
H -2.6223 0.4174 1.8098
H 0.0957 0.8993 1.0506
H -2.1875 -1.1494 1.8420
```

Results
- ΔE to the lowest compared entry with this formula, charge and spin (kJ/mol) = 40.8
- HOMO energy (eV) = -8.6
- SMILES = CCCS.CN
- frontier orbital gap (eV) = 9.53

How is the electron density shared among the atoms? According to natural (NBO), the charges in e are: C -0.621; C -0.419; C -0.498; S -0.102; H 0.205; H 0.213; H 0.219; H 0.209; H 0.204; H 0.220; H 0.207; C -0.422; N -0.855; H 0.199; H 0.198; H 0.176; H 0.362; H 0.149; H 0.357

***

(3)
DFT (wB97M-V/def2-TZVPD) results for 2 unconnected molecules or ions with the total composition C4H13NS.

```
19
C4H13NS wB97M-V/def2-TZVPD
C -0.3428 -2.2272 -1.5556
S -1.6414 -3.5231 -1.5614
C -3.1388 -2.5767 -1.2320
H 0.2430 -2.2865 -2.4749
H 0.2734 -2.4900 -0.7025
H -0.7819 -1.2367 -1.5006
H -3.7778 -3.1553 -0.5639
H -2.8697 -1.6685 -0.7067
H -3.6878 -2.3131 -2.1260
C 0.7674 2.4659 2.0956
N 1.3693 2.6523 0.7791
C 2.3164 1.5947 0.4624
H 1.4266 2.7626 2.9137
H -0.1024 3.1111 2.2220
H 0.4547 1.4321 2.1803
H 1.8386 3.5481 0.7613
H 1.7686 0.7332 0.0833
H 2.9454 1.2732 1.2973
H 2.9394 1.9037 -0.3715
```

Results
- ΔE to the lowest compared entry with this formula, charge and spin (kJ/mol) = 75.7
- HOMO energy (eV) = -8.4
- SMILES = CNC.CSC
- frontier orbital gap (eV) = 9.31

How is the electron density shared among the atoms? According to natural (NBO), the charges in e are: C -0.730; S 0.156; C -0.742; H 0.221; H 0.220; H 0.221; H 0.226; H 0.216; H 0.212; C -0.416; N -0.620; C -0.417; H 0.166; H 0.195; H 0.193; H 0.347; H 0.186; H 0.165; H 0.200

***

(4)
DFT (wB97M-V/def2-TZVPD) results for 2 unconnected molecules or ions with the total composition C4H13NS at a distorted geometry.

```
19
C4H13NS wB97M-V/def2-TZVPD
C 0.3448 -1.9100 -1.5503
C 0.4752 -0.5824 -2.3053
C 0.7591 0.5729 -1.3854
S -0.9497 0.8485 -0.3023
H 1.3279 -2.2127 -1.1858
H -0.0431 -2.7058 -2.1776
H -0.2891 -1.7713 -0.6714
H 1.3191 -0.6386 -2.9972
H -0.4551 -0.3621 -2.8294
H 0.9134 1.5847 -1.7453
H 1.3604 0.3818 -0.5002
C 0.8040 0.5656 2.6254
N -0.4263 -0.2470 2.4086
H 1.6390 0.0735 2.1285
H 0.7132 1.5300 2.1258
H 0.9794 0.6877 3.6886
H -0.6368 -0.8465 3.1965
H -0.4895 -0.0365 0.8289
H -1.2196 0.3711 2.2744
```

Results
- 2S+1 = 2
- ΔE to the lowest compared entry with this formula, charge and spin (kJ/mol) = 156.9
- HOMO energy (spin up / spin down) (eV) = -14.6 / -14.5
- frontier orbital gap (spin up / spin down) (eV) = 10.78 / 6.60
- total charge = +1

How is the electron density shared among the atoms? According to natural (NBO), the charges in e are: C -0.602; C -0.459; C -0.329; S 0.370; H 0.223; H 0.247; H 0.188; H 0.258; H 0.229; H 0.250; H 0.220; C -0.429; N -0.824; H 0.203; H 0.199; H 0.231; H 0.416; H 0.236; H 0.372

***

(5)
DFT (wB97M-V/def2-TZVPD) results for 2 unconnected molecules or ions with the total composition C4H13NS2.

```
20
C4H13NS2 wB97M-V/def2-TZVPD
C 1.0385 -0.5521 -1.5763
C 2.5046 -0.7858 -1.2471
S 3.5495 0.3071 -2.2644
H 0.8262 -0.6211 -2.6423
H 0.6782 0.4059 -1.2080
H 0.4301 -1.2979 -1.0673
H 2.6608 -0.5472 -0.1996
H 2.7926 -1.8095 -1.4639
H 4.7363 -0.3220 -2.1278
C -1.6179 -0.0819 1.6591
C -2.1405 1.0929 0.8670
S -3.9820 1.0812 0.8299
N -0.1463 -0.0499 1.6552
H -2.0711 -0.0750 2.6577
H -1.9010 -1.0171 1.1778
H -1.8226 2.0539 1.2679
H -1.8139 1.0372 -0.1688
H -4.1028 1.3176 -0.4792
H 0.1434 0.7363 2.2349
H 0.2379 -0.8725 2.0951
```

Results
- ΔE to the lowest compared entry with this formula, charge and spin (kJ/mol) = 39.4
- HOMO energy (eV) = -8.9
- SMILES = NCCS.CCS
- frontier orbital gap (eV) = 9.73

How is the electron density shared among the atoms? According to natural (NBO), the charges in e are: C -0.617; C -0.503; S -0.067; H 0.208; H 0.217; H 0.217; H 0.210; H 0.210; H 0.123; C -0.231; C -0.501; S -0.067; N -0.834; H 0.170; H 0.196; H 0.208; H 0.224; H 0.127; H 0.350; H 0.360

***

(6)
DFT (wB97M-V/def2-TZVPD) results for 2 unconnected molecules or ions with the total composition C4H13O3P2.

```
22
C4H13O3P2 wB97M-V/def2-TZVPD
C 2.2014 -0.6444 1.2680
C 1.5630 -0.5320 -0.1172
P -0.1439 -1.2244 -0.3347
C -0.1759 -2.6657 0.8349
P -1.3786 0.3453 0.8639
H 3.0976 -0.0219 1.3315
H 2.5083 -1.6683 1.4864
H 1.5296 -0.3079 2.0570
H 1.4587 0.5231 -0.3951
H 2.2246 -0.9699 -0.8677
H -0.9277 -3.3692 0.4779
H 0.7779 -3.1928 0.8697
H -0.4503 -2.3784 1.8580
H -0.6029 0.1140 2.0438
H -2.5346 -0.4314 0.5890
H -1.0290 1.3324 -0.0993
H -2.1931 1.2974 1.6328
C -1.1198 3.1723 -2.5270
O -0.6332 2.6197 -1.5083
O -1.5533 2.2508 -3.5219
O -1.2806 4.3551 -2.8078
H -1.3383 1.3961 -3.1340
```

Results
- ΔE to the lowest compared entry with this formula, charge and spin (kJ/mol) = 0.0
- HOMO energy (eV) = -4.2
- frontier orbital gap (eV) = 7.41
- total charge = -1

How is the electron density shared among the atoms? According to natural (NBO), the charges in e are: C -0.609; C -0.707; P 0.312; C -0.944; P 0.388; H 0.202; H 0.192; H 0.199; H 0.244; H 0.212; H 0.223; H 0.220; H 0.196; H -0.057; H -0.033; H 0.117; H -0.193; C 0.958; O -0.854; O -0.780; O -0.754; H 0.465

***

(7)
DFT (wB97M-V/def2-TZVPD) results for 3 unconnected molecules or ions with the total composition C4H13O3S at a distorted geometry.

```
21
C4H13O3S wB97M-V/def2-TZVPD
C 1.2971 0.0923 -2.1521
O 2.4994 0.4875 -2.5178
C 1.3004 -0.5778 -0.7671
C -0.0409 -0.6427 -0.0137
C 0.1118 -1.4694 1.2553
S -1.4384 -1.8684 2.0790
H 0.7888 -0.5276 -2.9465
H 0.4822 0.9820 -2.2198
H 1.6041 -1.6067 -0.9183
H 2.0023 0.0199 -0.2110
H -0.5432 0.3066 0.1112
H -0.6780 -1.2156 -0.6951
H 0.8414 -1.0597 1.9434
H 0.4910 -2.4226 0.9433
H -2.2947 -1.1338 1.3609
H -0.9245 2.7443 0.4659
H 0.4265 2.9243 1.0999
O -0.5033 2.8644 1.3431
H -0.4134 1.6436 -1.5937
H -1.9493 1.7207 -1.6369
O -1.1787 2.1919 -1.3052
```

Results
- ΔE to the lowest compared entry with this formula, charge and spin (kJ/mol) = 126.7
- HOMO energy (eV) = -2.9
- frontier orbital gap (eV) = 5.88
- total charge = -1

How is the electron density shared among the atoms? According to natural (NBO), the charges in e are: C 0.073; O -0.913; C -0.439; C -0.420; C -0.500; S -0.087; H 0.073; H -0.020; H 0.184; H 0.201; H 0.216; H 0.182; H 0.209; H 0.203; H 0.121; H 0.499; H 0.462; O -0.978; H 0.458; H 0.465; O -0.990

***

(8)
DFT (wB97M-V/def2-TZVPD) results for 3 unconnected molecules or ions with the total composition C4H13O4 at a distorted geometry.

```
21
C4H13O4 wB97M-V/def2-TZVPD
C 2.3691 0.1137 -0.4672
O 1.9103 0.1684 -1.8012
C 1.8204 1.0329 0.6067
C 0.2708 1.0344 0.6588
C -0.7623 -0.1152 1.1795
O -1.4073 -0.7437 0.1340
H 3.3924 0.4454 -0.6549
H 2.3645 -0.9590 -0.1873
H 2.1138 2.0396 0.2887
H 2.2437 0.6651 1.5459
H -0.2739 1.1660 -0.3199
H -0.0635 2.0089 1.0030
H -0.0976 -0.9019 1.6867
H -1.4121 0.2826 1.9670
H -0.9988 -0.7446 -0.9109
H -3.2384 -1.7302 1.0487
H -3.3254 -0.4906 0.3298
O -3.9214 -1.0670 0.8893
H 1.0122 -0.2714 -2.0360
H -1.3379 -0.8472 -2.7999
O -0.6585 -1.0862 -2.1606
```

Results
- ΔE to the lowest compared entry with this formula, charge and spin (kJ/mol) = 158.2
- HOMO energy (eV) = -4.8
- frontier orbital gap (eV) = 8.69
- total charge = -1

How is the electron density shared among the atoms? According to natural (NBO), the charges in e are: C -0.047; O -0.801; C -0.433; C -0.471; C -0.032; O -0.861; H 0.152; H 0.149; H 0.198; H 0.198; H 0.230; H 0.184; H 0.113; H 0.152; H 0.513; H 0.474; H 0.498; O -0.992; H 0.536; H 0.434; O -1.193

***

(9)
DFT (wB97M-V/def2-TZVPD) results for 3 unconnected molecules or ions with the total composition C4H13O4 at a distorted geometry.

```
21
C4H13O4 wB97M-V/def2-TZVPD
C -1.0687 0.1039 -1.4244
O 0.0461 0.8962 -1.4543
C -0.6569 -1.4125 -1.5212
C 0.2376 -1.7957 -0.3054
C 1.3956 -0.8399 -0.0424
O 1.1553 -0.1141 1.1167
H -1.6528 0.4065 -0.5826
H -1.6002 0.2620 -2.3627
H 0.3720 1.4326 -0.5069
H 0.0245 -1.3958 -2.3853
H -1.4029 -2.1559 -1.6893
H -0.3048 -2.0254 0.6372
H 0.6701 -2.7608 -0.5661
H 1.6394 -0.1930 -0.9417
H 2.3410 -1.3355 0.1739
H -1.4153 -0.2727 1.9731
H -0.3877 0.8272 2.3385
O -1.2795 0.5285 2.4780
H -0.5304 2.4523 0.8655
H 0.8286 0.9095 1.0261
O 0.3477 2.1830 0.5883
```

Results
- 2S+1 = 2
- ΔE to the lowest compared entry with this formula, charge and spin (kJ/mol) = 134.8
- HOMO energy (spin up / spin down) (eV) = -9.9 / -9.8
- frontier orbital gap (spin up / spin down) (eV) = 10.53 / 6.05

How is the electron density shared among the atoms? According to natural (NBO), the charges in e are: C -0.103; O -0.391; C -0.378; C -0.438; C -0.068; O -0.771; H 0.199; H 0.213; H 0.508; H 0.212; H 0.234; H 0.221; H 0.224; H 0.210; H 0.205; H 0.465; H 0.485; O -0.949; H 0.478; H 0.492; O -1.045

***

(10)
DFT (wB97M-V/def2-TZVPD) results for 2 unconnected molecules or ions with the total composition C4H13P3 at a distorted geometry.

```
20
C4H13P3 wB97M-V/def2-TZVPD
C 2.5462 0.9397 0.3324
C 0.7367 -1.7230 0.0992
C 1.0573 0.8082 -0.0267
C 0.7208 -0.4813 -0.6968
P -2.4812 -1.3783 0.5281
P -2.0224 1.8202 0.3154
P -2.2305 0.1236 -0.9816
H 2.8365 0.1955 1.0721
H 3.1701 0.8194 -0.5509
H 2.7279 1.9247 0.7556
H 0.0336 -1.6600 0.9387
H 0.4892 -2.5981 -0.4977
H 1.7292 -1.8670 0.5420
H 0.7828 1.6422 -0.6801
H 0.4817 0.9076 0.9017
H 0.8439 -0.5406 -1.7652
H -2.4495 -2.4222 -0.3971
H -3.8776 -1.3818 0.5562
H -1.7286 2.6773 -0.7426
H -3.3660 2.1939 0.2972
```

Results
- ΔE to the lowest compared entry with this formula, charge and spin (kJ/mol) = 238.4
- HOMO energy (spin up / spin down) (eV) = -7.6 / -7.7
- frontier orbital gap (spin up / spin down) (eV) = 6.83 / 7.98

How is the electron density shared among the atoms? According to natural (NBO), the charges in e are: C -0.597; C -0.712; C -0.496; C -0.015; P -0.036; P -0.031; P -0.022; H 0.202; H 0.203; H 0.215; H 0.233; H 0.224; H 0.226; H 0.212; H 0.219; H 0.191; H -0.005; H -0.001; H -0.008; H -0.001

***

(11)
DFT (wB97M-V/def2-TZVPD) results for 2 unconnected molecules or ions with the total composition C4H13P3 at a distorted geometry.

```
20
C4H13P3 wB97M-V/def2-TZVPD
C -2.7045 0.5352 -0.2692
C 1.5380 1.8204 -0.3554
C -2.2064 -0.9055 -0.2025
C 0.0413 -1.0085 1.5713
P 2.8133 -0.9021 -0.5225
P -0.3756 -1.0047 -0.1412
P 2.6969 0.8122 0.6857
H -2.8149 0.9990 -1.3150
H -3.5615 0.8155 0.3050
H -1.9144 1.0633 0.3021
H 1.5448 1.6717 -1.4818
H 1.4996 2.9378 -0.4033
H 0.5990 1.2062 -0.1049
H -2.6976 -1.3668 -1.1325
H -2.3909 -1.3531 0.7788
H -0.5835 -0.2151 2.0962
H 1.0128 -1.0658 1.9255
H 3.8563 -1.4481 0.2455
H 3.7321 -0.2883 -1.4414
H -0.0848 -2.3033 -0.5404
```

Results
- ΔE to the lowest compared entry with this formula, charge and spin (kJ/mol) = 425.3
- HOMO energy (spin up / spin down) (eV) = -7.5 / -7.5
- frontier orbital gap (spin up / spin down) (eV) = 7.14 / 7.01

How is the electron density shared among the atoms? According to natural (NBO), the charges in e are: C -0.613; C -1.031; C -0.729; C -0.771; P -0.034; P 0.622; P 0.303; H 0.216; H 0.219; H 0.196; H 0.229; H 0.255; H 0.253; H 0.246; H 0.237; H 0.198; H 0.204; H -0.002; H 0.015; H -0.013

***

(12)
DFT (wB97M-V/def2-TZVPD) results for a molecular structure, C4H14AgN4O4 at a distorted geometry.

```
27
C4H14AgN4O4 wB97M-V/def2-TZVPD
Ag 13.4882 -9.3388 14.2070
C 11.6625 -11.8075 12.9080
O 12.9795 -11.3456 12.9574
H 10.9258 -11.0140 13.0331
H 11.3952 -12.4973 12.1074
H 11.4175 -12.5512 13.6662
C 16.2094 -8.1435 12.5393
O 15.7892 -9.3236 13.2132
H 15.6765 -8.0576 11.5924
H 15.8986 -7.3307 13.1958
H 17.2674 -8.0008 12.3192
C 12.1751 -6.4134 13.8549
O 12.3950 -7.4625 14.3466
N 12.7991 -5.9426 12.8130
N 11.1832 -5.6705 14.2176
H 12.3117 -5.2817 12.2250
H 13.5934 -6.3353 12.3283
H 11.1315 -4.7306 13.8514
H 10.6490 -5.7476 15.0713
C 14.4087 -14.0052 15.0281
O 14.7651 -14.7321 15.9440
N 14.6038 -12.7224 14.9693
N 13.7775 -14.4193 13.9431
H 13.9920 -12.1712 14.3845
H 15.1448 -12.2361 15.6701
H 13.2206 -15.2554 13.8383
H 13.6239 -13.6217 13.3427
```

Results
- ΔE to the lowest compared entry with this formula, charge and spin (kJ/mol) = 32.3
- HOMO energy (eV) = -3.3
- frontier orbital gap (eV) = 5.54
- total charge = -1

How is the electron density shared among the atoms? According to natural (NBO), the charges in e are: Ag 0.844; C -0.239; O -0.989; H 0.120; H 0.114; H 0.105; C -0.238; O -0.999; H 0.101; H 0.101; H 0.113; C 0.766; O -0.698; N -0.824; N -0.811; H 0.371; H 0.431; H 0.371; H 0.406; C 0.753; O -0.729; N -0.838; N -0.850; H 0.434; H 0.389; H 0.387; H 0.410